Record 1
Molecular formula: C29H29NO3RhSb2
Method: DFT, ωB97M-V/def2-TZVPD

Element x y z (Å)
Rh (1.0361, -0.1863, -1.8678)
C (0.5694, 1.5958, 1.7174)
C (-0.7763, 1.0255, 2.1855)
C (-1.4668, 0.0573, 1.2135)
Sb (-1.2284, 0.4357, -0.8785)
C (-1.5670, 2.5032, -1.0525)
C (-0.7651, 3.3255, -1.8364)
C (-1.0316, 4.6892, -1.8826)
C (-2.0854, 5.2213, -1.1532)
C (-2.8883, 4.3936, -0.3744)
C (-2.6312, 3.0310, -0.3231)
C (-3.0428, -0.3764, -1.5826)
C (-3.7439, 0.3161, -2.5678)
C (-4.9622, -0.1791, -3.0194)
C (-5.4758, -1.3525, -2.4858)
C (-4.7814, -2.0353, -1.4947)
C (-3.5628, -1.5492, -1.0395)
Sb (1.9049, 0.2834, 0.6654)
C (1.4330, -1.6906, 1.3418)
C (1.7168, -2.7371, 0.4626)
C (1.4523, -4.0537, 0.8253)
C (0.9088, -4.3335, 2.0708)
C (0.6477, -3.3005, 2.9615)
C (0.9123, -1.9837, 2.6013)
C (3.7724, 0.4139, 1.6411)
C (4.9454, 0.5307, 0.9016)
C (6.1654, 0.5510, 1.5678)
C (6.2039, 0.4628, 2.9515)
C (5.0274, 0.3530, 3.6838)
C (3.8027, 0.3290, 3.0309)
H (1.1201, 2.0781, 2.5239)
H (0.3831, 2.3730, 0.9714)
H (-1.4329, 1.8778, 2.3726)
H (-0.6688, 0.5149, 3.1430)
H (-2.5403, -0.0008, 1.3944)
H (-1.0662, -0.9476, 1.3383)
H (0.0530, 2.9181, -2.4184)
H (-0.4136, 5.3329, -2.4953)
H (-2.2869, 6.2840, -1.1940)
H (-3.7145, 4.8072, 0.1894)
H (-3.2675, 2.3877, 0.2763)
H (-3.3521, 1.2386, -2.9811)
H (-5.5086, 0.3555, -3.7854)
H (-6.4253, -1.7348, -2.8378)
H (-5.1903, -2.9438, -1.0717)
H (-3.0353, -2.0830, -0.2566)
H (2.1772, -2.5376, -0.5001)
H (1.6833, -4.8591, 0.1389)
H (0.7040, -5.3580, 2.3545)
H (0.2452, -3.5177, 3.9430)
H (0.7130, -1.1941, 3.3150)
H (4.9169, 0.6030, -0.1789)
H (7.0837, 0.6386, 1.0018)
H (7.1561, 0.4808, 3.4658)
H (5.0621, 0.2850, 4.7635)
H (2.8883, 0.2379, 3.6072)
O (1.1684, 1.1718, -3.5210)
N (2.4313, 1.1894, -3.5734)
O (2.9328, 0.3909, -2.7470)
C (-0.7310, -2.8049, -2.3358)
C (0.3388, -1.8436, -2.7535)
O (1.0677, -1.9845, -3.6680)
H (-0.4891, -3.7738, -2.7669)
H (-1.6857, -2.4518, -2.7256)
H (-0.8064, -2.8696, -1.2521)

Its net charge is +1. The energy above the lowest of the compared OMol25 structures with the same formula, charge and spin is 0.2777 eV. The value obtained for the electronic energy is -1993.59151 Ha. The HOMO-LUMO gap (spin up / spin down) comes out at 6.83 / 6.99 eV. The HOMO energy (spin up / spin down) comes out at -0.426 / -0.415 Ha.


Record 2
Molecular formula: C27H56OSi3W
Method: DFT, ωB97M-V/def2-TZVPD

Element x y z (Å)
W (0.3585, 0.1811, 0.7032)
C (-1.6539, 0.1199, -0.3293)
C (-1.4683, -0.9281, 0.7134)
C (-1.6373, -0.1465, 1.9823)
C (-2.4368, 0.9858, 1.6430)
C (-2.4061, 1.1944, 0.2370)
C (-3.2209, 2.2644, -0.4990)
C (-3.8845, 3.1714, 0.5506)
C (-2.3043, 3.0752, -1.4437)
C (-4.3992, 1.5539, -1.1984)
C (-1.1274, -0.4570, 3.4318)
C (0.3527, -0.8921, 3.3021)
C (-1.8572, -1.3934, 4.3696)
C (-1.2355, 0.9519, 4.1434)
C (-1.8295, -2.4141, 0.5051)
C (-0.9678, -3.4159, 1.2707)
C (-3.2797, -2.5785, 0.9577)
C (-1.7841, -2.7629, -1.0030)
H (-1.6032, -0.0123, -1.4178)
H (-2.8151, 1.6770, 2.3535)
H (-3.1677, 3.6867, 1.2143)
H (-4.5986, 2.6209, 1.1414)
H (-4.5547, 3.9250, 0.0636)
H (-1.3429, 3.2870, -0.9531)
H (-2.7536, 4.0089, -1.7753)
H (-2.0234, 2.4684, -2.3298)
H (-4.9123, 0.8869, -0.4746)
H (-4.0625, 0.9672, -2.0390)
H (-5.1404, 2.2673, -1.5526)
H (0.6132, -1.9269, 3.4889)
H (0.9636, -0.2043, 3.8886)
H (0.7006, -0.8051, 2.1574)
H (-1.9509, -2.4273, 4.1182)
H (-2.8709, -1.0328, 4.5807)
H (-1.3274, -1.2774, 5.3243)
H (-0.7315, 1.7587, 3.6172)
H (-0.8166, 0.8646, 5.1434)
H (-2.2844, 1.1403, 4.3656)
H (-1.1997, -3.3890, 2.3557)
H (0.0904, -3.3231, 1.0487)
H (-1.2456, -4.4308, 0.9886)
H (-3.3192, -2.5067, 2.0730)
H (-3.7277, -3.5344, 0.6265)
H (-3.8975, -1.7539, 0.5525)
H (-0.8152, -2.4097, -1.4561)
H (-2.6401, -2.2079, -1.4791)
H (-1.9552, -3.8302, -1.1255)
C (-1.4469, 0.6442, -4.0240)
O (-0.3668, 0.4232, -3.1457)
Si (1.2871, 0.2047, -2.8224)
C (1.9651, -1.2585, -3.7830)
C (2.2752, 1.7044, -3.3394)
C (1.7554, -0.0127, -0.8218)
Si (3.0249, -1.4556, -0.8036)
C (1.8366, -3.0136, -1.0408)
C (3.7966, -2.0472, 0.9012)
C (4.7840, -1.2444, -1.6037)
Si (2.7731, 1.6091, 0.0065)
C (3.4042, 3.2421, -0.7538)
C (1.2962, 2.3589, 1.1360)
C (4.2397, 1.1416, 1.0995)
H (-1.2715, 0.1325, -5.0275)
H (-1.5187, 1.7579, -4.1655)
H (-2.3985, 0.3022, -3.6331)
H (1.3646, -1.4465, -4.7559)
H (1.7541, -2.2065, -3.3173)
H (3.0436, -1.2641, -4.0365)
H (2.1174, 1.6515, -4.4536)
H (3.3298, 1.8334, -3.1168)
H (1.7327, 2.6376, -3.0888)
H (0.8391, -2.8291, -1.3741)
H (1.7584, -3.5271, -0.0786)
H (2.3119, -3.6354, -1.8164)
H (3.0301, -1.9152, 1.6807)
H (4.7479, -1.5685, 1.1575)
H (3.9732, -3.1476, 0.7671)
H (5.2997, -2.1666, -1.3961)
H (5.3778, -0.4496, -1.0959)
H (4.8206, -1.0655, -2.6870)
H (4.3265, 3.1248, -1.3261)
H (3.6846, 3.8402, 0.1405)
H (2.6415, 3.7482, -1.3377)
H (0.9701, 3.2945, 0.6568)
H (1.7672, 2.4700, 2.1232)
H (0.3204, 1.8364, 1.3614)
H (5.1661, 0.8998, 0.5433)
H (3.8958, 0.3637, 1.7575)
H (4.4612, 2.0366, 1.6785)

Its spin multiplicity is 3. Its net charge is +2. The value obtained for the electronic energy is -2072.48028 Ha. The HOMO-LUMO gap (spin up / spin down) comes out at 5.89 / 7.14 eV. The HOMO energy (spin up / spin down) comes out at -0.505 / -0.544 Ha.


Record 3
Molecular formula: C5H8NO2S3
Method: DFT, ωB97M-V/def2-TZVPD

Element x y z (Å)
C (-1.4937, -2.2362, 0.2320)
C (0.5554, 0.6081, 0.7200)
C (0.6514, 2.0012, 0.2838)
C (1.7285, 0.3609, -1.5177)
C (0.6124, -0.3340, -0.5015)
N (-0.5530, -0.5713, -1.1823)
O (-2.0391, -0.3371, 1.7074)
O (-4.0288, -1.5442, 0.8631)
S (-0.3921, -3.3187, 0.6320)
S (2.0671, 2.1160, -0.9236)
S (-2.6982, -1.6510, 1.4883)
H (1.3415, 0.3405, 1.4917)
H (-0.4041, 0.3563, 1.2027)
H (-0.1863, 2.4939, -0.1820)
H (0.8255, 2.7544, 1.1096)
H (2.6442, -0.2674, -1.4855)
H (1.2565, 0.2352, -2.4868)
H (1.1290, -1.3766, -0.3389)
H (-1.0162, 0.3699, -1.1124)

Its net charge is -1. The energy above the lowest of the compared OMol25 structures with the same formula, charge and spin is 3.4845 eV. The value obtained for the electronic energy is -1595.00896 Ha. The HOMO-LUMO gap (spin up / spin down) comes out at 6.36 / 6.36 eV. The HOMO energy (spin up / spin down) comes out at -0.148 / -0.148 Ha.


Record 4
Molecular formula: C22H33N5O3
Method: DFT, ωB97M-V/def2-TZVPD

Element x y z (Å)
C (2.3134, 2.3635, 8.3484)
C (2.7339, 0.9109, 8.1718)
H (2.4435, 0.3092, 9.0360)
H (3.8163, 0.8490, 8.0203)
O (2.0745, 0.3030, 7.0644)
C (2.6385, 0.5197, 5.8503)
O (3.6419, 1.1741, 5.6809)
N (1.9767, -0.1237, 4.8634)
C (0.6816, -0.7448, 5.0091)
H (0.4452, -0.8511, 6.0661)
C (-0.3750, 0.1023, 4.2973)
N (-0.0109, 0.2417, 2.9016)
C (1.2698, 0.9082, 2.7727)
C (2.3475, 0.0889, 3.4832)
H (3.3059, 0.6089, 3.4625)
H (2.4397, -0.8845, 2.9927)
H (1.5226, 0.9834, 1.7135)
H (1.2451, 1.9262, 3.2093)
C (-1.0590, 0.8633, 2.1094)
C (-0.8059, 0.6779, 0.6508)
N (-1.0142, -0.4539, 0.0440)
C (-0.6755, -0.2534, -1.2664)
C (-0.7160, -1.1326, -2.3414)
C (-0.3268, -0.6454, -3.5778)
C (0.0944, 0.6872, -3.7317)
C (0.1410, 1.5665, -2.6716)
C (-0.2486, 1.0843, -1.4326)
N (-0.3264, 1.6581, -0.1848)
C (-0.0689, 3.0462, 0.0964)
C (-1.2945, 3.9109, -0.1951)
H (-2.1314, 3.6062, 0.4295)
H (-1.0703, 4.9556, 0.0034)
H (-1.5891, 3.8064, -1.2366)
H (0.7706, 3.3672, -0.5277)
H (0.2279, 3.1521, 1.1423)
H (0.4682, 2.5857, -2.8149)
H (0.3893, 1.0313, -4.7137)
N (-0.3352, -1.4358, -4.7364)
C (-0.6765, -2.7480, -4.8809)
O (-1.0289, -3.4711, -3.9765)
C (-0.6068, -3.2339, -6.3195)
C (-2.0239, -3.3532, -6.9039)
C (-2.6925, -1.9835, -6.9951)
H (-3.6921, -2.0812, -7.4121)
H (-2.7795, -1.5277, -6.0113)
H (-2.1196, -1.3190, -7.6405)
C (-1.9718, -4.0150, -8.2783)
H (-1.3849, -3.4127, -8.9696)
H (-1.5214, -5.0026, -8.2145)
H (-2.9746, -4.1221, -8.6847)
H (-2.6086, -3.9846, -6.2274)
H (-0.1479, -4.2239, -6.3098)
H (-0.0007, -2.5721, -6.9411)
H (-0.0611, -0.9423, -5.5742)
H (-1.0377, -2.1505, -2.2139)
H (-1.1856, 1.9338, 2.3534)
H (-1.9915, 0.3431, 2.3407)
H (-1.3422, -0.4000, 4.3586)
H (-0.4546, 1.0845, 4.8012)
H (0.7193, -1.7315, 4.5372)
H (2.6282, 2.9436, 7.4846)
H (2.7821, 2.7737, 9.2383)
H (1.2327, 2.4335, 8.4504)

The energy above the lowest of the compared OMol25 structures with the same formula, charge and spin is 0.1489 eV. The value obtained for the electronic energy is -1357.69282 Ha. The HOMO-LUMO gap comes out at 8.64 eV. Its SMILES is CCOC(=O)N1CCN(Cc2nc3cc(NC(=O)CC(C)C)ccc3n2CC)CC1. The HOMO energy comes out at -0.292 Ha.


Record 5
Molecular formula: C4H8N2O
Method: DFT, ωB97M-V/def2-TZVPD

Element x y z (Å)
C (-0.6242, -0.8915, -0.6204)
C (1.1959, 0.3603, 1.4546)
C (-1.0785, -0.1997, 0.6018)
C (-0.0292, 0.1891, -1.5545)
O (-0.0696, 0.8034, 0.9649)
N (-2.2511, -0.0232, 1.0326)
N (1.1774, 0.1607, -1.9959)
H (-2.2366, 0.6646, 1.7940)
H (1.3679, 0.3002, -2.9926)
H (0.1568, -1.6125, -0.3719)
H (-1.4829, -1.3576, -1.1128)
H (-0.7679, 0.8744, -1.9967)
H (1.7056, 1.2055, 1.9243)
H (1.8342, -0.0427, 0.6661)
H (1.1022, -0.4310, 2.2063)

The energy above the lowest of the compared OMol25 structures with the same formula, charge and spin is 3.2780 eV. The value obtained for the electronic energy is -341.88318 Ha. The HOMO-LUMO gap comes out at 10.28 eV. Its SMILES is [H]/N=C(/C/C=N/[H])OC. The HOMO energy comes out at -0.341 Ha.


Record 6
Molecular formula: C4H7Br2OP
Method: DFT, ωB97M-V/def2-TZVPD

Element x y z (Å)
C (-0.0572, -1.1358, 0.6983)
C (0.7664, -0.8806, -0.6548)
C (-0.2442, 0.1980, 1.4555)
C (-0.1018, 0.1274, -1.3034)
O (-1.7995, 1.9108, -0.1815)
P (-0.5252, 1.3166, 0.0453)
Br (-1.5440, -0.2945, -2.3574)
Br (1.2291, 2.5963, 0.3160)
H (-1.0511, -1.3198, 0.3248)
H (0.3804, -1.8354, 1.4031)
H (1.7586, -0.6445, -0.3043)
H (0.7969, -1.8890, -1.2179)
H (-1.1683, 0.0934, 2.0339)
H (0.5876, 0.3159, 2.1011)
H (0.9723, 1.4411, -2.3587)

The energy above the lowest of the compared OMol25 structures with the same formula, charge and spin is 4.2252 eV. The value obtained for the electronic energy is -5721.14311 Ha. The HOMO-LUMO gap (spin up / spin down) comes out at 8.37 / 8.52 eV. The HOMO energy (spin up / spin down) comes out at -0.336 / -0.345 Ha.


- Which of these has the highest electronic energy?
  C4H8N2O


- Look up the electronic energy of the second one.
  -2072.48028 Ha


What did the fourth record say?
Molecular formula: C22H33N5O3
Method: DFT, ωB97M-V/def2-TZVPD

Element x y z (Å)
C (2.3134, 2.3635, 8.3484)
C (2.7339, 0.9109, 8.1718)
H (2.4435, 0.3092, 9.0360)
H (3.8163, 0.8490, 8.0203)
O (2.0745, 0.3030, 7.0644)
C (2.6385, 0.5197, 5.8503)
O (3.6419, 1.1741, 5.6809)
N (1.9767, -0.1237, 4.8634)
C (0.6816, -0.7448, 5.0091)
H (0.4452, -0.8511, 6.0661)
C (-0.3750, 0.1023, 4.2973)
N (-0.0109, 0.2417, 2.9016)
C (1.2698, 0.9082, 2.7727)
C (2.3475, 0.0889, 3.4832)
H (3.3059, 0.6089, 3.4625)
H (2.4397, -0.8845, 2.9927)
H (1.5226, 0.9834, 1.7135)
H (1.2451, 1.9262, 3.2093)
C (-1.0590, 0.8633, 2.1094)
C (-0.8059, 0.6779, 0.6508)
N (-1.0142, -0.4539, 0.0440)
C (-0.6755, -0.2534, -1.2664)
C (-0.7160, -1.1326, -2.3414)
C (-0.3268, -0.6454, -3.5778)
C (0.0944, 0.6872, -3.7317)
C (0.1410, 1.5665, -2.6716)
C (-0.2486, 1.0843, -1.4326)
N (-0.3264, 1.6581, -0.1848)
C (-0.0689, 3.0462, 0.0964)
C (-1.2945, 3.9109, -0.1951)
H (-2.1314, 3.6062, 0.4295)
H (-1.0703, 4.9556, 0.0034)
H (-1.5891, 3.8064, -1.2366)
H (0.7706, 3.3672, -0.5277)
H (0.2279, 3.1521, 1.1423)
H (0.4682, 2.5857, -2.8149)
H (0.3893, 1.0313, -4.7137)
N (-0.3352, -1.4358, -4.7364)
C (-0.6765, -2.7480, -4.8809)
O (-1.0289, -3.4711, -3.9765)
C (-0.6068, -3.2339, -6.3195)
C (-2.0239, -3.3532, -6.9039)
C (-2.6925, -1.9835, -6.9951)
H (-3.6921, -2.0812, -7.4121)
H (-2.7795, -1.5277, -6.0113)
H (-2.1196, -1.3190, -7.6405)
C (-1.9718, -4.0150, -8.2783)
H (-1.3849, -3.4127, -8.9696)
H (-1.5214, -5.0026, -8.2145)
H (-2.9746, -4.1221, -8.6847)
H (-2.6086, -3.9846, -6.2274)
H (-0.1479, -4.2239, -6.3098)
H (-0.0007, -2.5721, -6.9411)
H (-0.0611, -0.9423, -5.5742)
H (-1.0377, -2.1505, -2.2139)
H (-1.1856, 1.9338, 2.3534)
H (-1.9915, 0.3431, 2.3407)
H (-1.3422, -0.4000, 4.3586)
H (-0.4546, 1.0845, 4.8012)
H (0.7193, -1.7315, 4.5372)
H (2.6282, 2.9436, 7.4846)
H (2.7821, 2.7737, 9.2383)
H (1.2327, 2.4335, 8.4504)

The energy above the lowest of the compared OMol25 structures with the same formula, charge and spin is 0.1489 eV. The value obtained for the electronic energy is -1357.69282 Ha. The HOMO-LUMO gap comes out at 8.64 eV. Its SMILES is CCOC(=O)N1CCN(Cc2nc3cc(NC(=O)CC(C)C)ccc3n2CC)CC1. The HOMO energy comes out at -0.292 Ha.


- The lowest electronic energy belongs to which entry?
  C4H7Br2OP